(A)
ORCA calculation (ωB97M-V/def2-TZVPD) on a cluster of 3 separate species, C3H10N2S in total.

Geometry as ORCA input:
```
! wB97M-V def2-TZVPD RIJCOSX def2/J DEFGRID3
* xyz 0 1
C -0.184 1.448 -0.723
C -1.457 0.787 -0.204
S -1.294 -1.016 -0.478
N 0.180 1.071 -2.130
H 0.661 1.218 -0.058
H -0.318 2.560 -0.760
H -2.336 1.059 -0.775
H -1.595 1.003 0.893
H -0.315 1.643 -2.840
H -0.111 0.099 -2.265
C 2.151 -1.108 2.614
N 1.984 -0.187 1.722
H 2.722 -0.923 3.531
H 1.742 -2.137 2.472
H 1.374 -0.503 0.924
H 0.676 -0.705 -0.727
*
```

**HOMO**: -9.29 eV
**Lowest unoccupied orbital energy**: -1.04 eV
**Gap between HOMO and LUMO**: 0.3030 Eh

=====

(B)
ORCA calculation (ωB97M-V/def2-TZVPD) on a cluster of 2 separate species, C3H10N2S in total.

Geometry as ORCA input:
```
! wB97M-V def2-TZVPD RIJCOSX def2/J DEFGRID3
* xyz 0 1
C -1.003 -0.290 2.288
S -2.597 -0.955 1.836
C -3.107 -1.694 3.474
H -0.894 0.139 3.279
H -0.230 -1.054 2.172
H -0.629 0.433 1.554
H -4.168 -1.493 3.537
H -2.567 -1.146 4.244
H -2.560 -2.626 3.468
N 1.893 2.053 -3.486
C 2.623 0.923 -3.629
N 3.882 0.783 -3.632
H 0.902 2.014 -3.643
H 2.358 2.936 -3.619
H 1.974 0.032 -3.696
H 4.122 -0.056 -4.148
*
```

**SMILES**: [H]/N=C/N.CSC
**HOMO**: -8.47 eV
**Lowest unoccupied orbital energy**: 0.65 eV
**Gap between HOMO and LUMO**: 0.3351 Eh

=====

What should be chosen as the least stable of them? Choose (A).

=====

(A)
ORCA calculation (ωB97M-V/def2-TZVPD) on a cluster of 2 separate species, C3H10N2S in total.

Geometry as ORCA input:
```
! wB97M-V def2-TZVPD RIJCOSX def2/J DEFGRID3
* xyz 0 1
C 3.713 -0.748 0.068
C 2.264 -0.738 -0.387
S 1.084 -0.357 0.907
H 3.825 -1.229 1.038
H 3.992 0.303 0.246
H 4.468 -1.103 -0.641
H 2.080 -1.700 -0.907
H 2.111 -0.166 -1.316
N -3.969 0.532 -0.384
C -2.982 1.159 0.244
N -1.854 0.610 0.518
H -3.875 -0.454 -0.585
H -4.824 0.977 -0.666
H -3.226 2.170 0.536
H -1.076 1.139 0.918
H -1.731 -0.394 0.410
*
```

**HOMO**: -5.75 eV
**Lowest unoccupied orbital energy**: -0.42 eV
**Gap between HOMO and LUMO**: 0.1958 Eh

=====

(B)
ORCA calculation (ωB97M-V/def2-TZVPD) on an isolated molecule of C3H10N2S.

Geometry as ORCA input:
```
! wB97M-V def2-TZVPD RIJCOSX def2/J DEFGRID3
* xyz 0 1
N 0.050 -0.114 1.503
C 0.228 0.320 0.146
C -0.442 -0.613 -0.842
S -2.242 -0.686 -0.648
C 1.703 0.545 -0.345
N 2.528 1.050 0.775
H 0.624 0.429 2.136
H -2.231 -0.361 0.647
H 0.390 -1.065 1.659
H -0.198 1.332 0.076
H -0.228 -0.226 -1.832
H 0.022 -1.587 -0.755
H 1.609 1.294 -1.132
H 2.102 -0.401 -0.706
H 3.500 1.099 0.485
H 2.224 2.016 0.914
*
```

**SMILES**: NC[C@H](N)CS
**HOMO**: -8.78 eV
**Lowest unoccupied orbital energy**: 0.92 eV
**Gap between HOMO and LUMO**: 0.3561 Eh

=====

What should be chosen as the least stable of them? Choose (A).

=====

(A)
ORCA calculation (ωB97M-V/def2-TZVPD) on a cluster of 6 separate species, C45H100N6O3 in total.

Geometry as ORCA input:
```
! wB97M-V def2-TZVPD RIJCOSX def2/J DEFGRID3
* xyz 4 1
N 18.737 9.840 11.683
O 19.172 9.168 10.788
O 18.887 9.537 12.874
O 18.080 10.847 11.512
C 17.232 12.582 14.297
C 16.953 11.316 15.137
C 16.906 11.602 16.641
C 16.407 10.289 17.386
N 16.502 10.406 18.966
C 16.062 9.138 19.652
C 15.509 9.492 20.988
C 14.963 10.904 20.905
C 15.433 11.472 19.522
C 17.959 10.771 19.445
H 16.348 13.218 14.263
H 17.414 12.489 13.226
H 18.146 13.017 14.702
H 17.727 10.563 14.990
H 16.020 10.816 14.877
H 16.221 12.440 16.764
H 17.926 11.866 16.919
H 17.121 9.473 17.276
H 15.383 10.075 17.080
H 16.813 8.362 19.799
H 15.282 8.733 19.007
H 16.145 9.256 21.841
H 14.744 8.748 21.208
H 15.270 11.458 21.792
H 13.882 11.031 20.859
H 15.800 12.498 19.512
H 14.648 11.432 18.766
H 18.146 10.530 20.491
H 18.247 11.794 19.203
H 18.588 10.080 18.885
C 25.247 14.571 7.203
C 25.318 14.231 8.735
C 23.918 14.109 9.339
C 23.896 13.955 10.876
N 22.499 13.818 11.520
C 22.637 13.724 13.057
C 21.612 12.710 13.584
C 21.002 12.165 12.299
C 21.914 12.427 11.149
C 21.495 14.855 11.024
H 24.493 15.341 7.039
H 24.844 13.699 6.689
H 26.255 14.913 6.966
H 25.847 15.137 9.029
H 25.924 13.377 9.039
H 23.293 13.405 8.788
H 23.556 15.112 9.110
H 24.141 14.853 11.443
H 24.462 13.090 11.224
H 22.722 14.724 13.481
H 23.640 13.301 13.097
H 20.911 13.037 14.353
H 22.245 11.893 13.931
H 19.995 12.530 12.100
H 20.922 11.081 12.383
H 21.383 12.634 10.219
H 22.687 11.685 10.948
H 21.385 14.719 9.948
H 21.993 15.806 11.206
H 20.735 14.730 11.796
C 26.524 8.811 18.392
C 25.277 9.176 19.233
C 24.013 8.391 18.857
C 23.775 8.300 17.330
N 22.320 7.888 16.865
C 21.225 8.807 17.528
C 20.408 9.396 16.364
C 21.460 9.583 15.227
C 22.201 8.212 15.352
C 22.086 6.391 16.961
H 26.499 8.947 17.310
H 26.678 7.739 18.273
H 27.449 9.248 18.767
H 25.052 10.241 19.183
H 25.421 8.823 20.254
H 23.206 8.840 19.436
H 24.136 7.381 19.248
H 24.294 7.459 16.869
H 23.747 9.307 16.915
H 20.582 8.255 18.213
H 21.727 9.615 18.060
H 19.646 8.779 15.888
H 19.920 10.279 16.776
H 21.184 9.581 14.172
H 22.176 10.379 15.431
H 21.577 7.408 14.961
H 23.127 8.021 14.809
H 22.360 6.093 17.974
H 22.646 5.862 16.190
H 21.035 6.263 16.704
C 17.578 10.737 6.096
C 16.462 10.938 7.114
C 16.856 11.719 8.404
C 16.290 13.106 8.505
N 16.128 13.695 9.880
C 15.554 15.120 9.756
C 16.414 15.934 10.647
C 17.830 15.416 10.330
C 17.625 13.942 10.394
C 15.194 12.980 10.884
H 18.388 10.158 6.539
H 17.971 11.688 5.737
H 17.270 10.104 5.264
H 15.916 10.010 7.284
H 15.753 11.490 6.498
H 17.938 11.829 8.341
H 16.584 11.044 9.215
H 15.332 13.250 8.007
H 16.909 13.885 8.060
H 14.491 15.197 9.988
H 15.652 15.427 8.714
H 16.302 15.578 11.671
H 16.359 17.016 10.526
H 18.576 15.847 10.997
H 18.107 15.841 9.365
H 17.684 13.564 11.415
H 18.287 13.300 9.812
H 15.304 13.443 11.864
H 15.500 11.933 10.885
H 14.211 12.956 10.414
C 20.615 1.920 7.423
C 21.762 3.053 7.308
C 22.241 3.575 8.693
C 21.033 4.216 9.489
N 21.464 5.580 10.206
C 21.654 6.799 9.211
C 22.481 7.687 10.081
C 23.593 6.761 10.467
C 22.737 5.558 10.984
C 20.251 6.051 11.064
H 20.115 1.788 6.463
H 19.815 2.197 8.109
H 21.051 0.949 7.657
H 21.506 3.800 6.556
H 22.601 2.621 6.762
H 23.020 4.334 8.616
H 22.448 2.694 9.300
H 20.649 3.513 10.227
H 20.165 4.543 8.916
H 20.707 7.312 9.042
H 22.084 6.366 8.308
H 21.884 8.332 10.726
H 22.902 8.470 9.451
H 24.084 7.390 11.209
H 24.342 6.601 9.691
H 22.406 5.874 11.973
H 23.132 4.542 10.959
H 19.311 6.103 10.515
H 20.636 6.852 11.695
H 20.059 5.250 11.778
*
```

**HOMO**: -16.04 eV
**Lowest unoccupied orbital energy**: -7.72 eV
**Gap between HOMO and LUMO**: 0.3058 Eh

=====

(B)
ORCA calculation (ωB97M-V/def2-TZVPD) on a cluster of 6 separate species, C45H100N6O3 in total.

Geometry as ORCA input:
```
! wB97M-V def2-TZVPD RIJCOSX def2/J DEFGRID3
* xyz 4 1
C -1.821 -6.986 -2.192
C -0.813 -5.817 -2.486
C 0.482 -5.889 -1.735
C 1.330 -4.763 -2.218
N 2.576 -4.554 -1.463
C 3.434 -3.444 -1.975
C 4.827 -3.758 -1.522
C 4.866 -5.228 -1.159
C 3.545 -5.758 -1.617
C 2.313 -4.255 -0.040
H -1.436 -7.920 -2.495
H -2.783 -6.794 -2.685
H -1.958 -6.956 -1.129
H -1.244 -4.843 -2.158
H -0.599 -5.852 -3.588
H 0.999 -6.820 -1.877
H 0.276 -5.871 -0.642
H 0.832 -3.753 -2.121
H 1.547 -4.921 -3.294
H 2.925 -2.529 -1.678
H 3.326 -3.451 -3.043
H 4.968 -3.136 -0.634
H 5.513 -3.530 -2.316
H 4.930 -5.397 -0.110
H 5.634 -5.869 -1.602
H 3.157 -6.560 -1.061
H 3.592 -6.129 -2.641
H 1.815 -5.104 0.451
H 1.691 -3.383 -0.013
H 3.321 -3.973 0.373
C 4.700 0.381 -1.273
C 5.006 1.264 -2.536
C 4.023 0.974 -3.691
C 2.678 1.567 -3.368
N 1.512 1.011 -4.164
C 0.132 1.509 -3.651
C -0.831 0.452 -4.071
C 0.001 -0.803 -4.386
C 1.444 -0.521 -4.023
C 1.599 1.351 -5.585
H 5.071 -0.647 -1.382
H 3.641 0.436 -1.034
H 5.246 0.891 -0.482
H 6.037 1.150 -2.875
H 4.957 2.313 -2.328
H 3.953 -0.071 -3.937
H 4.382 1.438 -4.629
H 2.609 2.622 -3.632
H 2.481 1.351 -2.308
H -0.049 2.528 -4.053
H 0.300 1.576 -2.591
H -1.448 0.743 -4.944
H -1.475 0.233 -3.241
H -0.016 -1.164 -5.420
H -0.262 -1.730 -3.821
H 2.118 -1.009 -4.684
H 1.734 -0.774 -2.989
H 2.541 1.122 -6.097
H 1.452 2.406 -5.675
H 0.768 0.907 -6.165
C -7.630 -0.547 4.639
C -7.438 -1.663 3.580
C -5.983 -1.663 3.177
C -5.808 -2.561 1.966
N -4.329 -2.770 1.772
C -4.165 -3.551 0.502
C -2.819 -4.143 0.598
C -2.493 -4.284 2.125
C -3.759 -3.699 2.786
C -3.589 -1.480 1.687
H -8.654 -0.510 5.003
H -7.557 0.418 4.076
H -6.951 -0.632 5.512
H -8.112 -1.527 2.729
H -7.605 -2.632 4.040
H -5.329 -2.043 4.027
H -5.646 -0.651 2.927
H -6.167 -2.057 1.062
H -6.217 -3.554 2.025
H -4.284 -2.807 -0.301
H -4.923 -4.306 0.455
H -2.085 -3.435 0.242
H -2.658 -5.146 0.214
H -1.622 -3.727 2.526
H -2.353 -5.338 2.372
H -3.525 -3.137 3.698
H -4.592 -4.362 3.061
H -4.106 -0.815 1.033
H -2.586 -1.643 1.309
H -3.636 -1.061 2.651
C -6.371 4.927 -3.274
C -4.895 5.308 -3.602
C -4.172 5.878 -2.356
C -4.010 4.855 -1.263
N -2.797 5.066 -0.356
C -1.444 5.060 -0.974
C -0.511 4.675 0.135
C -1.311 3.772 1.137
C -2.788 3.954 0.723
C -2.960 6.401 0.389
H -6.863 5.723 -2.764
H -6.487 4.023 -2.644
H -6.867 4.564 -4.193
H -4.914 6.163 -4.319
H -4.328 4.500 -4.032
H -4.721 6.766 -2.003
H -3.215 6.281 -2.654
H -3.785 3.874 -1.687
H -4.938 4.851 -0.676
H -1.228 6.016 -1.422
H -1.405 4.240 -1.683
H 0.001 5.555 0.612
H 0.331 4.068 -0.192
H -1.140 3.957 2.195
H -0.941 2.757 0.948
H -3.497 4.228 1.517
H -3.210 3.062 0.260
H -2.831 7.213 -0.346
H -2.129 6.550 1.067
H -3.913 6.506 0.918
C 7.024 2.032 5.506
C 5.905 1.097 5.943
C 5.098 0.604 4.751
C 4.448 1.871 4.087
N 3.295 1.616 3.134
C 3.165 2.750 2.128
C 2.657 3.841 3.088
C 1.652 3.100 4.056
C 2.007 1.646 3.941
C 3.425 0.304 2.316
H 7.627 2.287 6.373
H 6.685 2.950 5.051
H 7.786 1.597 4.834
H 5.283 1.635 6.647
H 6.247 0.241 6.567
H 4.376 -0.157 5.149
H 5.734 0.079 4.029
H 5.229 2.354 3.472
H 4.083 2.509 4.844
H 2.397 2.377 1.384
H 4.098 2.998 1.688
H 2.114 4.663 2.618
H 3.492 4.270 3.653
H 0.582 3.248 3.780
H 1.786 3.518 5.051
H 1.252 1.157 3.328
H 2.120 1.096 4.884
H 3.290 -0.556 2.962
H 4.440 0.249 1.872
H 2.684 0.243 1.528
N 0.599 0.162 -0.473
O -0.659 0.302 -0.443
O 1.137 -0.958 -0.708
O 1.351 1.154 -0.285
*
```

**HOMO**: -17.70 eV
**Lowest unoccupied orbital energy**: -7.67 eV
**Gap between HOMO and LUMO**: 0.3686 Eh

=====

What should be chosen as the least stable of them? Choose (A).

=====

(A)
ORCA calculation (ωB97M-V/def2-TZVPD) on an isolated molecule of C3H4N2OS.

Geometry as ORCA input:
```
! wB97M-V def2-TZVPD RIJCOSX def2/J DEFGRID3
* xyz 0 1
C 0.479 0.610 -1.689
C -0.360 0.582 -0.627
C 0.961 -0.867 0.791
N 1.245 0.563 -2.537
N -0.164 -0.054 0.497
O -2.711 0.765 0.614
S -2.251 1.416 -0.615
H 1.882 -0.337 1.027
H 0.634 -1.457 1.557
H 1.177 -1.399 -0.210
H -0.893 0.179 1.191
*
```

**HOMO (alpha / beta)**: -7.51 / -8.31 eV
**Lowest unoccupied orbital energy (alpha / beta)**: -1.32 / -0.82 eV
**Gap between HOMO and LUMO (alpha / beta)**: 0.2275 / 0.2750 Eh

=====

(B)
ORCA calculation (ωB97M-V/def2-TZVPD) on an isolated molecule of C3H4N2OS.

Geometry as ORCA input:
```
! wB97M-V def2-TZVPD RIJCOSX def2/J DEFGRID3
* xyz 0 1
C 1.638 -0.414 0.580
C -2.368 -0.555 -0.446
C 1.140 0.964 -0.062
N 1.134 -1.494 0.763
N -1.080 -0.078 -0.610
O -3.171 -0.162 0.395
S -0.592 1.083 0.386
H 2.769 -0.291 0.738
H -2.445 -1.430 -1.169
H 1.695 1.813 0.416
H 1.281 0.564 -0.992
*
```

**HOMO (alpha / beta)**: -9.67 / -9.12 eV
**Lowest unoccupied orbital energy (alpha / beta)**: -1.94 / -1.02 eV
**Gap between HOMO and LUMO (alpha / beta)**: 0.2841 / 0.2976 Eh

=====

(C)
ORCA calculation (ωB97M-V/def2-TZVPD) on an isolated molecule of C3H4N2OS.

Geometry as ORCA input:
```
! wB97M-V def2-TZVPD RIJCOSX def2/J DEFGRID3
* xyz 0 1
C 0.254 -1.466 0.161
C 1.466 -0.863 -0.079
C 0.149 0.809 0.271
H -2.354 0.940 -0.676
H -0.049 -2.541 0.075
H 2.326 -1.424 -0.079
H 0.100 2.843 -0.386
N -0.580 -0.356 0.634
N -0.456 1.895 0.252
O 1.477 0.507 -0.126
S -2.333 -0.343 -0.046
*
```

**SMILES**: [H]/N=c1\occn1S
**HOMO**: -8.44 eV
**Lowest unoccupied orbital energy**: 0.31 eV
**Gap between HOMO and LUMO**: 0.3216 Eh

=====

What should be chosen as the least stable of them? Choose (B).

=====

(A)
ORCA calculation (ωB97M-V/def2-TZVPD) on an isolated molecule of C3H4N2OS.

Geometry as ORCA input:
```
! wB97M-V def2-TZVPD RIJCOSX def2/J DEFGRID3
* xyz 0 1
C 1.979 -0.757 0.009
C 0.549 0.942 -0.181
C -1.715 0.001 0.082
N 1.849 0.526 -0.156
N -0.313 -0.153 0.081
O 0.075 2.119 -0.295
S 0.502 -1.672 0.239
H 2.979 -1.191 0.104
H -1.838 1.141 -0.212
H -2.045 -0.665 -0.762
H -2.022 -0.292 1.091
*
```

**SMILES**: Cn1scnc1=O
**HOMO**: -9.13 eV
**Lowest unoccupied orbital energy**: 0.01 eV
**Gap between HOMO and LUMO**: 0.3362 Eh

=====

(B)
ORCA calculation (ωB97M-V/def2-TZVPD) on an isolated molecule of C3H4N2OS.

Geometry as ORCA input:
```
! wB97M-V def2-TZVPD RIJCOSX def2/J DEFGRID3
* xyz 0 1
C -0.886 -0.233 0.055
C -0.650 1.075 0.036
C 1.278 -0.128 0.013
H -2.142 -1.734 -0.238
H -1.383 1.840 -0.273
H 1.418 2.013 0.113
H 0.527 -1.981 0.523
N 0.755 1.213 -0.037
N 0.280 -0.972 -0.077
O -2.144 -0.694 -0.062
S 2.947 -0.398 -0.053
*
```

**SMILES**: Oc1c[nH]c(=S)[nH]1
**HOMO**: -7.58 eV
**Lowest unoccupied orbital energy**: 0.17 eV
**Gap between HOMO and LUMO**: 0.2848 Eh

=====

What should be chosen as the least stable of them? Choose (B).